(1)
Computed, not measured: C19H18N2O3 in the gas phase, with the ωB97M-V functional and the def2-TZVPD basis.

Calculated values
LUMO = 0.015 Ha
frontier orbital gap = 8.61 eV
multiplicity = 1
SMILES string = COc1ccc(C(=O)Nc2cccc3nc(C)ccc23)cc1OC

Each line ends with the natural charge from an NBO analysis.
Cartesian coordinates (Å):
C -2.607806 1.709038 5.887357  -0.25
O -1.322335 1.779834 5.320583  -0.48
C -1.172656 1.447840 4.013942  0.26
C -2.186160 1.017708 3.173265  -0.29
C -1.918061 0.707781 1.850072  -0.16
C -0.630306 0.800653 1.348305  -0.16
C -0.421785 0.454533 -0.086043  0.67
O -1.278720 0.630354 -0.925813  -0.60
N 0.795649 -0.116681 -0.352591  -0.62
C 1.321743 -0.363064 -1.636332  0.18
C 2.572675 0.122986 -1.942340  -0.25
C 3.127067 -0.062506 -3.213069  -0.19
C 2.429111 -0.724190 -4.184481  -0.23
C 1.159999 -1.265070 -3.898046  0.25
N 0.523930 -1.935388 -4.878859  -0.46
C -0.632017 -2.491245 -4.634904  0.24
C -1.306242 -3.205334 -5.763433  -0.64
C -1.234634 -2.453873 -3.357097  -0.27
C -0.621658 -1.771578 -2.345741  -0.10
C 0.601255 -1.112398 -2.597596  -0.14
C 0.396938 1.247336 2.184505  -0.30
C 0.141214 1.576051 3.502156  0.33
O 1.067030 2.030988 4.390005  -0.49
C 2.391309 2.203064 3.953372  -0.25
H -2.488768 2.025761 6.922167  0.20
H -3.002549 0.687968 5.864874  0.18
H -3.308566 2.381014 5.381481  0.18
H -3.196104 0.924063 3.538157  0.22
H -2.711163 0.385812 1.193733  0.23
H 1.483486 -0.071363 0.385295  0.40
H 3.130171 0.670519 -1.194398  0.21
H 4.108021 0.339086 -3.420183  0.21
H 2.825656 -0.861186 -5.177556  0.23
H -1.469309 -4.250576 -5.505158  0.22
H -0.688997 -3.145920 -6.654679  0.23
H -2.275743 -2.752574 -5.965301  0.22
H -2.169261 -2.969440 -3.194557  0.22
H -1.058726 -1.742171 -1.360506  0.22
H 1.392854 1.383901 1.791058  0.21
H 2.458381 2.933759 3.140080  0.18
H 2.937278 2.578845 4.817059  0.20
H 2.837801 1.255662 3.631220  0.17

Cartesian forces (eV/Å) of the 6 atoms listed first:
-0.2540 -0.0256 0.0950
0.3362 -0.0184 -0.3161
0.1466 0.0574 0.0471
0.0533 0.0924 0.2907
0.2950 -0.0448 -0.2929
-0.4288 0.1281 0.2767

(2)
Computed, not measured: 2 unconnected molecules or ions with the total composition C19H18N2O3 in a non-equilibrium geometry, with the ωB97M-V functional and the def2-TZVPD basis.

Calculated values
LUMO = -0.109 Ha
frontier orbital gap = 3.07 eV
multiplicity = 1

Each line ends with the natural charge from an NBO analysis.
Cartesian coordinates (Å):
N 2.384879 2.469760 0.869714  -0.62
C 2.814924 3.787753 0.843073  0.08
N 4.175451 3.889330 0.794965  -0.47
C 4.651008 2.603952 0.797352  -0.12
C 6.100938 2.307278 0.742489  0.41
O 7.016119 3.105613 0.709492  -0.57
C 3.511732 1.718411 0.849245  -0.10
H 2.155731 4.648218 0.858934  0.16
H 6.252323 1.200022 0.733669  0.07
H 3.565544 0.631623 0.873015  0.17
C -1.539446 -4.744559 3.981355  -0.26
O -1.109481 -3.404630 4.313154  -0.46
C -1.024904 -2.494498 3.309324  0.41
C -0.743033 -1.153419 3.682622  -0.28
C -0.685542 -0.181817 2.720606  -0.06
C -0.887693 -0.468910 1.330715  -0.23
C -0.793970 0.615164 0.426906  0.14
C -1.111615 0.695494 -0.949427  -0.22
C -0.695408 1.878357 -1.643011  -0.06
C -0.914506 2.054364 -2.982261  -0.28
C -1.562465 1.033366 -3.727323  0.41
O -1.687126 1.236216 -5.064000  -0.46
C -2.185103 0.147866 -5.874982  -0.26
C -2.033539 -0.128536 -3.063395  -0.35
C -1.841545 -0.272801 -1.703130  -0.03
C -1.110922 -1.833221 0.977567  -0.02
C -1.202072 -2.819647 1.939828  -0.35
H -1.547126 -5.253191 4.945538  0.22
H -2.546363 -4.742410 3.538306  0.19
H -0.833834 -5.233364 3.294113  0.19
H -0.586105 -0.940928 4.738956  0.25
H -0.473170 0.847525 3.006693  0.24
H -0.408318 1.537811 0.860793  0.26
H -0.182964 2.651648 -1.072528  0.26
H -0.596504 2.950044 -3.513179  0.25
H -2.158044 0.554116 -6.886280  0.22
H -1.536394 -0.737189 -5.797414  0.19
H -3.214024 -0.121473 -5.596183  0.19
H -2.547214 -0.906331 -3.637250  0.23
H -2.281708 -1.139113 -1.217419  0.21
H -1.182544 -2.131810 -0.064091  0.21
H -1.405957 -3.856066 1.653461  0.23

Cartesian forces (eV/Å) of the 6 atoms listed first:
-0.3594 0.2349 0.0345
2.5540 -1.9763 -0.1214
-1.6174 0.2720 0.0672
-1.0190 0.2002 0.0281
-1.4232 -0.0234 0.0800
-0.1933 -0.4954 -0.0073

(3)
Computed, not measured: a molecular structure, C19H18N4O2S in a non-equilibrium geometry, with the ωB97M-V functional and the def2-TZVPD basis.

Calculated values
LUMO = -0.033 Ha
frontier orbital gap = 6.84 eV
multiplicity = 1

Each line ends with the natural charge from an NBO analysis.
Cartesian coordinates (Å):
C 3.092136 1.574947 6.107406  -0.66
C 2.514238 2.595931 5.081780  -0.10
H 3.052716 3.434236 5.192072  0.19
H 1.530217 2.806245 5.433049  0.18
O 2.851040 2.385332 3.742620  -0.46
C 1.858449 1.460897 3.348629  0.27
C 2.037802 1.238014 2.060155  -0.25
C 1.457222 0.063292 1.286063  -0.07
C 0.387894 -0.586298 1.968023  -0.08
C 0.042010 -0.183012 3.220203  -0.23
C 0.742645 0.544946 4.058006  -0.20
H 0.652521 0.819444 5.067576  0.22
H -0.644676 -0.553569 3.694510  0.19
C -0.573538 -1.570012 1.210931  0.22
N -0.331632 -1.469007 -0.112614  -0.23
N -1.180300 -2.263420 -0.728478  -0.26
C -1.423567 -3.479221 -0.522106  0.26
N -1.902289 -4.221361 -1.445375  -0.32
N -1.894738 -3.604523 -2.619838  -0.22
C -1.528096 -2.292808 -2.093167  0.30
C -1.213194 -1.167515 -3.008319  -0.14
C -1.751952 -1.307998 -4.198066  -0.16
C -1.619701 -0.314938 -5.199163  -0.28
C -1.273881 1.044799 -4.666739  0.35
C -0.651347 0.924443 -3.455689  -0.27
C -0.932367 0.073428 -2.637275  -0.17
H -0.603685 0.414762 -1.579117  0.23
H -0.535317 1.979289 -3.092220  0.20
O -1.062509 2.217612 -5.458489  -0.52
C -1.371232 2.102927 -6.946936  -0.20
H -1.133568 2.921052 -7.323285  0.17
H -0.523316 1.313601 -7.451148  0.16
H -2.394303 1.728283 -7.100197  0.19
H -1.719912 -0.273540 -6.305683  0.22
H -1.912182 -2.200733 -4.706603  0.23
S -1.239272 -4.354514 1.182728  0.26
C -1.213087 -2.587062 1.846340  -0.59
H -2.655766 -2.175748 1.928203  0.23
H -1.088768 -2.663181 2.990597  0.27
H 1.470628 -0.177419 0.429979  0.18
H 2.784798 1.671938 1.424386  0.22
H 2.485899 0.640438 6.242217  0.21
H 4.249823 1.470513 5.951621  0.23
H 3.164156 2.019512 7.183410  0.22

Cartesian forces (eV/Å) of the 6 atoms listed first:
1.8893 0.4512 1.5070
1.9414 -1.1812 2.6679
1.7096 3.4486 1.5522
-1.3742 0.1110 -0.9812
-4.0095 -2.5057 1.1272
-0.5083 -2.0531 0.2860

(4)
Computed, not measured: C19H18N4S3 in the gas phase in a non-equilibrium geometry, with the ωB97M-V functional and the def2-TZVPD basis.

Calculated values
LUMO = 0.019 Ha
frontier orbital gap = 8.74 eV
multiplicity = 1
SMILES string = CCCSc1nnc(CSc2nc3ccccc3s2)n1-c1ccccc1

Each line ends with the natural charge from an NBO analysis.
Cartesian coordinates (Å):
C 0.757161 -6.619439 2.141950  -0.61
C -0.690604 -6.153856 2.230549  -0.41
C -1.077286 -5.261361 1.064707  -0.49
S -0.137323 -3.688181 1.110645  0.24
C -1.138817 -2.781323 0.032493  0.18
N -2.226861 -3.186716 -0.568341  -0.33
N -2.685671 -2.164886 -1.302515  -0.27
C -1.879329 -1.152098 -1.161253  0.30
C -2.038740 0.167672 -1.793955  -0.56
S -2.373764 1.467161 -0.531026  0.31
C -0.870828 2.321945 -0.573765  -0.08
N 0.058052 2.132857 -1.435853  -0.52
C 1.128038 2.950939 -1.213662  0.19
C 2.293810 2.985254 -1.970852  -0.23
C 3.294382 3.862439 -1.608639  -0.21
C 3.150170 4.705118 -0.509674  -0.22
C 1.996593 4.691897 0.251713  -0.21
C 0.990372 3.813298 -0.105157  -0.24
S -0.559527 3.555703 0.651165  0.38
N -0.855482 -1.487067 -0.307639  -0.42
C 0.228619 -0.701107 0.143931  0.20
C 1.367255 -0.583902 -0.640770  -0.22
C 2.422261 0.189731 -0.193868  -0.19
C 2.337270 0.848613 1.020984  -0.20
C 1.199205 0.726259 1.800110  -0.21
C 0.141474 -0.053224 1.368209  -0.23
H 1.004235 -7.257932 2.986243  0.21
H 1.428667 -5.763400 2.147801  0.21
H 0.921628 -7.180514 1.224626  0.20
H -0.845375 -5.612930 3.166444  0.21
H -1.357644 -7.019230 2.227477  0.21
H -0.857875 -5.734736 0.108232  0.22
H -2.128834 -4.981669 1.092429  0.25
H -2.894810 0.140938 -2.464369  0.27
H -1.136023 0.499742 -2.307115  0.28
H 2.392065 2.329824 -2.821070  0.23
H 4.205434 3.898649 -2.186736  0.22
H 3.949578 5.381564 -0.248240  0.22
H 1.878524 5.345701 1.101267  0.22
H 1.417726 -1.095866 -1.590120  0.23
H 3.310525 0.285213 -0.799178  0.22
H 3.158051 1.463896 1.357548  0.22
H 1.129975 1.242752 2.745457  0.22
H -0.753118 -0.153590 1.964852  0.23

Cartesian forces (eV/Å) of the 6 atoms listed first:
-0.2064 0.0247 0.1275
0.2137 0.0917 -0.0959
-0.0759 0.3019 -0.0431
0.2126 -0.3395 0.3434
-0.0732 0.0293 -0.0900
0.4675 -0.8444 0.6873

(5)
Computed, not measured: a molecular structure, C19H18NOPd in a non-equilibrium geometry, with the ωB97M-V functional and the def2-TZVPD basis.

Calculated values
LUMO (alpha / beta) = 0.118 / 0.101 Ha
frontier orbital gap (alpha / beta) = 5.01 / 5.99 eV
multiplicity = 3
total charge = -1

Each line ends with the Löwdin spin population.
Cartesian coordinates (Å):
C 1.874592 -0.895205 3.522353  0.04
C 2.666118 0.239963 2.922751  0.05
C 1.717165 1.115347 2.306830  0.29
H 3.711460 0.457414 3.173533  0.00
C 0.399318 0.538158 2.424010  0.01
C 0.488323 -0.732809 3.108345  0.05
H -0.334692 -1.425581 3.322699  0.00
H 2.252837 -1.498699 4.346686  0.01
H 1.933515 2.099159 1.908425  0.02
H -0.537288 1.055124 2.246427  0.00
C 2.697314 -0.846928 -1.363194  0.00
C 3.735406 -1.133907 -0.528202  0.02
C 3.413828 -2.339775 0.346928  0.00
H 4.642825 -0.559856 -0.418804  0.00
C 1.982099 -2.650675 -0.098130  0.00
C 1.636165 -1.831323 -1.181605  0.02
H 0.771185 -1.959139 -1.830738  0.00
H 2.643634 -0.052272 -2.088576  0.00
H 4.119733 -3.187663 0.264209  0.00
H 1.436117 -3.528730 0.247093  0.00
Pd 0.949703 -0.773685 0.758211  0.26
O 0.305286 0.637271 -0.715026  0.11
C -0.522821 1.717738 -0.369245  0.04
C -1.925688 1.292344 -0.130392  0.48
H -0.149106 2.208269 0.549224  0.00
H -0.551394 2.440213 -1.213500  0.01
H -2.221094 1.105598 0.905881  0.03
H -4.535220 1.725814 0.046814  0.00
C -4.224433 1.428898 -0.957210  0.10
C -2.838687 1.141990 -1.168082  0.05
C -2.430100 0.740125 -2.484776  0.10
H -1.374597 0.491360 -2.629477  0.01
C -3.356912 0.657232 -3.510007  -0.01
H -3.039562 0.326465 -4.499910  0.00
C -4.699976 1.008259 -3.293220  0.11
H -5.416457 0.971348 -4.119133  0.01
C -5.119391 1.403673 -2.011393  -0.01
H -6.156728 1.694837 -1.847932  0.00
N 3.480111 -1.923614 1.818309  0.10
C 2.577412 -1.156743 2.239824  0.09

Cartesian forces (eV/Å) of the 6 atoms listed first:
1.6955 -1.5916 1.5094
-0.2922 0.7985 -0.4948
-1.3699 1.4003 1.0391
-0.6773 -0.0302 -0.0164
0.8734 -0.3780 0.7418
-0.2919 1.0166 -1.2115

(6)
Computed, not measured: a molecular structure, C19H18NOSr in a non-equilibrium geometry, with the ωB97M-V functional and the def2-TZVPD basis.

Calculated values
LUMO = 0.078 Ha
frontier orbital gap = 4.10 eV
multiplicity = 1
total charge = -1

Each line ends with the Löwdin charge.
Cartesian coordinates (Å):
C 0.491967 -1.365527 3.696393  -0.25
C -0.930334 -1.753200 3.419602  -0.05
C -1.067504 -2.298930 2.177699  -0.06
H -1.700159 -1.603382 4.168827  0.11
C 0.231195 -2.302120 1.519212  -0.14
C 1.146396 -1.676173 2.343189  -0.15
H 2.229838 -1.544258 2.190314  0.11
H 0.982338 -1.944163 4.507311  0.15
H -1.974575 -2.709557 1.715855  0.12
H 0.418584 -2.715337 0.519314  0.11
C -1.105951 2.388262 1.730029  -0.16
C -1.117991 1.336277 2.663049  -0.12
C 0.216852 1.121716 3.110803  -0.31
H -1.995049 0.799015 3.057355  0.11
C 1.084971 2.037849 2.394822  -0.25
C 0.246489 2.809293 1.536467  -0.24
H 0.573212 3.619545 0.885300  0.08
H -1.999759 2.839900 1.296663  0.10
H 0.844830 1.171935 5.828653  0.06
H 2.188881 2.049005 2.452833  0.09
Sr 0.785083 0.262239 0.409782  1.46
O -1.249005 0.149151 -0.471189  -0.56
C -1.448019 -0.837230 -1.440724  -0.47
C -0.224216 -1.146902 -2.244285  -0.22
H -1.713231 -1.768222 -0.899823  0.07
H -2.300297 -0.565368 -2.097437  0.10
H 0.212651 -2.146329 -2.164418  0.04
H 1.182707 -2.008071 -4.327262  0.09
C 0.862703 -0.967837 -4.430672  -0.09
C 0.181511 -0.359541 -3.321178  -0.31
C -0.100903 1.047897 -3.415378  -0.08
H -0.545737 1.537344 -2.546679  0.09
C 0.124813 1.740014 -4.595436  -0.15
H -0.105867 2.810593 -4.657247  0.09
C 0.646886 1.065022 -5.714275  -0.18
H 0.788256 1.604538 -6.650403  0.06
C 1.020414 -0.291956 -5.630986  -0.15
H 1.437321 -0.808773 -6.507285  0.08
N 1.071377 0.300618 5.329289  0.13
C 0.609322 0.122663 4.161919  -0.31

Cartesian forces (eV/Å) of the 6 atoms listed first:
0.7819 0.6485 -0.7263
-0.2175 -0.6912 -0.4364
-0.3194 0.1094 0.9819
-0.0299 -0.0785 -0.2261
1.3414 0.6169 0.7693
-0.4786 -1.2246 0.2242